No. 1
{
  "formula": "C7H9OPS",
  "method": "wB97M-V/def2-TZVPD",
  "elements": ["C", "C", "C", "C", "C", "C", "C", "O", "P", "S", "H", "H", "H", "H", "H", "H", "H", "H", "H"],
  "xyz": [[2.356, -1.645, -0.027], [1.216, -1.809, -0.325], [-0.378, -1.208, -1.852], [-0.577, 0.105, -1.693], [-0.967, -1.775, 0.648], [-0.180, -2.130, -0.629], [0.247, 3.049, 1.610], [-1.937, 1.825, 0.058], [-0.914, 0.821, -0.037], [0.881, 1.688, 0.581], [3.212, -1.271, 0.481], [-0.118, -1.857, -2.781], [-0.451, 0.945, -2.310], [-2.000, -1.722, 0.517], [-0.452, -1.832, 1.570], [-0.359, -3.223, -0.800], [0.331, 3.023, 2.621], [-0.707, 3.136, 1.152], [0.796, 3.880, 1.217]],
  "forces_ev_per_angstrom": [[0.77, 0.78, 0.79], [-0.48, -1.66, -0.18], [-0.01, -1.01, -1.05], [-0.01, -0.96, 1.38], [1.17, 3.51, -2.70], [-0.44, 0.41, 1.55], [0.40, 0.14, -4.03], [-2.68, 1.51, 0.11], [2.58, -4.83, 0.32], [0.89, -0.70, 0.45], [0.34, -0.19, -0.31], [-0.52, 2.03, 1.18], [0.01, 0.37, -1.74], [-1.60, -0.58, 0.39], [0.07, -0.16, 0.81], [0.37, 0.91, -0.50], [0.03, -0.74, 2.85], [-1.31, 0.49, 0.61], [0.42, 0.69, 0.07]],
  "total_charge": 0,
  "lumo_ha": [-0.0099, -0.0100],
  "relative_energy_kj_mol": 446.7
}

=====

No. 2
{
  "formula": "C21H40Cl3InN4O3SSi",
  "method": "wB97M-V/def2-TZVPD",
  "elements": ["C", "C", "H", "H", "H", "C", "C", "H", "H", "H", "H", "In", "Cl", "Cl", "C", "O", "N", "C", "C", "H", "H", "H", "H", "H", "H", "H", "H", "H", "C", "C", "N", "H", "C", "O", "H", "H", "H", "H", "O", "C", "C", "C", "H", "C", "H", "C", "H", "C", "C", "H", "H", "H", "Si", "Cl", "C", "C", "C", "H", "H", "H", "H", "H", "H", "H", "H", "H", "N", "C", "N", "S", "H", "H", "H", "H"],
  "xyz": [[1.712, 1.372, -3.277], [2.449, 0.083, -3.104], [2.283, 2.209, -2.845], [0.709, 1.409, -2.842], [1.592, 1.537, -4.357], [3.745, 0.007, -3.463], [4.530, 1.155, -4.008], [4.279, -0.947, -3.544], [4.487, 2.029, -3.343], [4.233, 1.454, -5.026], [5.565, 0.806, -4.075], [-1.205, -0.474, -1.676], [-2.888, 0.958, -2.409], [-1.422, -2.295, -3.118], [-3.034, -2.112, 0.598], [-2.160, -1.242, 0.307], [-3.070, -2.798, 1.762], [-2.458, -2.277, 3.001], [-3.502, -4.192, 1.749], [-3.797, -2.424, -0.138], [-2.890, -1.297, 3.286], [-1.357, -2.223, 2.901], [-2.675, -3.002, 3.801], [-4.477, -4.283, 1.260], [-3.579, -4.545, 2.780], [-2.755, -4.818, 1.247], [-1.286, 6.405, 1.192], [0.877, 4.234, 0.587], [-0.657, 6.241, 2.076], [0.951, 4.400, 1.679], [-0.312, 4.842, 2.243], [-1.234, 6.582, 2.945], [-1.137, 3.938, 2.853], [-0.759, 2.855, 3.308], [1.242, 3.446, 2.140], [-2.210, 4.270, 2.886], [0.266, 6.816, 1.940], [1.717, 5.179, 1.843], [0.781, -0.771, -1.520], [1.642, -1.129, -2.656], [3.675, -2.405, -1.730], [2.422, -2.397, -2.342], [4.136, -1.442, -1.470], [4.350, -3.623, -1.537], [0.995, -1.406, -3.507], [1.840, -3.610, -2.731], [5.325, -3.600, -1.046], [3.775, -4.829, -1.930], [2.509, -4.811, -2.517], [0.850, -3.576, -3.210], [4.298, -5.768, -1.753], [2.022, -5.734, -2.802], [1.011, -0.875, 0.398], [0.142, 1.491, -0.094], [2.843, -0.932, 0.877], [0.356, -2.673, 0.462], [0.243, -0.053, 1.937], [3.301, -1.924, 0.686], [2.847, -0.764, 1.972], [3.414, -0.125, 0.395], [0.785, 0.883, 2.182], [0.433, -0.775, 2.749], [-0.847, 0.122, 1.856], [1.139, -3.396, 0.166], [-0.503, -2.868, -0.207], [0.008, -2.955, 1.472], [-5.819, 4.108, 2.700], [-5.316, 3.114, 1.945], [-6.112, 2.825, 0.876], [-3.903, 2.313, 2.333], [-6.805, 4.290, 2.672], [-5.340, 4.259, 3.576], [-5.717, 2.134, 0.252], [-6.556, 3.602, 0.386]],
  "forces_ev_per_angstrom": [[-0.20, 0.43, -0.21], [0.86, -0.61, 0.35], [-0.29, -0.21, -0.21], [0.30, -0.11, 0.11], [0.09, 0.23, 0.15], [-0.87, -0.44, -0.49], [0.49, 0.07, -0.01], [-0.49, 0.33, 0.36], [0.03, -0.11, -0.29], [-0.10, -0.02, 0.34], [0.00, 0.42, -0.02], [-1.52, 1.22, 0.69], [0.02, 0.13, 0.02], [-0.49, -0.62, -0.30], [1.44, 0.15, -0.23], [-1.64, -0.74, 0.43], [0.03, 1.04, -0.11], [0.52, -0.17, -0.03], [-0.25, -0.03, -0.08], [0.41, -0.04, 0.10], [0.39, -0.50, -0.39], [-0.60, 0.27, 0.10], [0.01, 0.37, -0.33], [0.19, -0.13, 0.02], [-0.17, 0.12, -0.21], [-0.22, 0.08, 0.00], [0.12, 0.05, -0.05], [-0.10, 0.07, 0.41], [-0.67, -0.31, -0.25], [0.39, -0.05, -0.14], [0.20, -0.35, -0.01], [0.33, 0.12, -0.16], [0.48, -0.59, 0.53], [-0.73, 1.32, -0.84], [-0.05, 0.44, -0.11], [0.75, -0.12, 0.29], [-0.32, -0.06, 0.28], [-0.17, -0.43, 0.10], [1.47, -0.33, 0.78], [0.60, -0.25, -0.11], [0.14, -0.24, -0.21], [-0.01, -0.06, -0.22], [-0.18, -0.75, 0.07], [-0.04, 0.53, 0.21], [-0.16, 0.28, 0.57], [0.03, 0.16, -0.03], [-0.23, -0.11, -0.21], [-0.19, 0.32, 0.14], [-0.07, 0.04, 0.03], [0.58, -0.19, 0.30], [-0.14, 0.22, -0.10], [0.08, -0.06, -0.05], [0.29, -0.15, 0.91], [-0.60, 0.57, -2.08], [-0.07, -0.03, -0.14], [-0.21, -0.49, -0.30], [0.12, -0.93, 0.77], [-0.24, 0.72, 0.00], [0.01, 0.03, -0.53], [0.03, -0.33, 0.20], [-0.53, -0.68, -0.06], [-0.09, 0.01, 0.16], [0.83, 0.02, 0.19], [-0.19, 0.35, 0.05], [0.51, 0.04, 0.20], [0.28, 0.26, -0.30], [0.36, 0.47, 0.64], [0.16, -0.50, 0.00], [0.15, -0.18, -0.79], [-0.62, 0.07, -0.21], [-0.16, 0.08, 0.00], [-0.16, 0.06, -0.11], [-0.01, 0.13, 0.06], [0.13, -0.30, 0.36]],
  "total_charge": 0,
  "lumo_ha": 0.0066
}

=====

No. 3
{
  "formula": "C36H57N10O15",
  "method": "wB97M-V/def2-TZVPD",
  "elements": ["N", "O", "O", "O", "C", "C", "C", "C", "C", "C", "N", "O", "O", "H", "H", "H", "H", "H", "C", "C", "C", "C", "C", "C", "N", "O", "O", "H", "H", "H", "H", "H", "C", "C", "C", "C", "C", "C", "N", "O", "O", "H", "H", "H", "H", "H", "C", "O", "N", "C", "C", "H", "H", "H", "H", "H", "H", "H", "C", "O", "N", "C", "C", "H", "H", "H", "H", "H", "H", "H", "C", "O", "N", "C", "C", "H", "H", "H", "H", "H", "H", "H", "C", "O", "N", "C", "C", "H", "H", "H", "H", "H", "H", "H", "C", "O", "N", "C", "C", "H", "H", "H", "H", "H", "H", "H", "C", "O", "N", "C", "C", "H", "H", "H", "H", "H", "H", "H"],
  "xyz": [[0.796, 0.313, -0.206], [0.366, 1.375, 0.150], [0.046, -0.597, -0.284], [2.074, 0.116, -0.058], [-3.209, 2.252, 0.199], [-4.418, 3.140, -0.186], [-5.700, 2.405, -0.380], [-5.852, 0.881, -0.247], [-4.469, 0.014, -0.168], [-3.187, 0.819, 0.077], [-7.085, 0.121, -0.290], [-7.143, -0.990, 0.307], [-8.050, 0.851, -0.365], [-2.347, 2.732, 0.726], [-4.471, 4.289, -0.124], [-6.728, 3.223, -0.532], [-4.667, -1.167, -0.166], [-2.260, 0.442, 0.332], [2.720, -3.309, 2.276], [1.243, -3.195, 2.112], [0.390, -3.735, 3.251], [0.910, -4.580, 4.369], [2.427, -4.536, 4.514], [3.336, -3.915, 3.443], [0.074, -5.294, 5.285], [0.713, -6.234, 5.971], [-1.077, -5.014, 5.399], [3.409, -2.903, 1.503], [0.829, -2.546, 1.353], [-0.624, -3.348, 3.217], [2.694, -4.922, 5.420], [4.265, -3.858, 3.638], [-0.268, 4.110, -1.893], [-1.265, 4.328, -3.058], [-2.114, 5.542, -3.091], [-2.097, 6.499, -1.811], [-1.020, 6.273, -0.797], [-0.112, 5.095, -0.908], [-2.991, 7.621, -1.735], [-2.720, 8.639, -1.025], [-4.048, 7.511, -2.343], [0.285, 3.310, -1.840], [-1.570, 3.621, -3.800], [-2.767, 5.761, -3.999], [-1.012, 6.944, 0.130], [0.739, 4.936, -0.231], [4.420, 1.981, -1.604], [5.357, 1.673, -0.828], [4.234, 3.172, -2.003], [3.027, 3.673, -2.789], [5.131, 4.273, -1.802], [3.729, 1.222, -1.863], [2.311, 2.956, -2.958], [3.371, 4.209, -3.635], [2.400, 4.299, -2.429], [4.460, 5.173, -1.733], [5.913, 4.456, -2.537], [5.874, 4.074, -0.903], [4.770, -2.015, -0.350], [5.599, -2.299, 0.438], [4.228, -2.996, -1.250], [3.251, -2.593, -2.133], [4.588, -4.411, -1.069], [4.206, -0.986, -0.473], [2.856, -3.351, -2.776], [3.717, -1.843, -2.949], [2.455, -2.280, -1.611], [4.093, -4.798, -1.975], [4.126, -4.779, -0.011], [5.550, -4.743, -1.197], [-3.771, -2.297, 2.546], [-3.237, -3.055, 1.731], [-3.127, -1.307, 3.088], [-3.917, -0.293, 3.890], [-1.696, -0.899, 2.770], [-4.833, -2.442, 2.785], [-4.413, -0.739, 4.782], [-4.470, 0.344, 3.352], [-3.260, 0.414, 4.428], [-1.027, -1.332, 2.024], [-1.334, -1.355, 3.625], [-1.555, 0.158, 2.631], [2.518, 1.511, 5.060], [2.541, 2.080, 6.202], [1.339, 1.044, 4.596], [1.256, 0.543, 3.268], [-0.001, 1.321, 5.225], [3.256, 1.209, 4.513], [2.222, 0.826, 2.724], [0.450, 0.788, 2.818], [1.505, -0.393, 3.549], [-0.845, 1.000, 4.753], [-0.187, 2.428, 5.197], [-0.072, 1.301, 6.333], [-2.065, -3.079, -1.628], [-2.659, -2.336, -2.527], [-1.938, -4.398, -1.722], [-1.180, -5.171, -0.769], [-2.206, -5.092, -2.872], [-1.543, -2.716, -0.750], [-1.660, -4.958, 0.232], [-0.011, -4.899, -0.872], [-1.202, -6.092, -0.698], [-2.919, -4.867, -3.738], [-2.597, -6.114, -2.609], [-1.323, -5.119, -3.539], [2.220, 0.221, -3.945], [3.221, 0.450, -4.612], [0.996, 0.611, -4.409], [-0.149, 0.121, -3.653], [0.857, 1.266, -5.779], [2.180, -0.150, -2.963], [-0.133, 0.578, -2.685], [-0.181, -0.898, -3.625], [-1.072, 0.372, -4.247], [1.074, 0.523, -6.470], [1.360, 2.093, -5.801], [-0.082, 1.657, -5.949]],
  "forces_ev_per_angstrom": [[4.61, -0.05, 4.07], [-1.26, 4.37, -0.36], [-2.57, -4.34, -1.91], [-0.90, -0.09, -1.70], [-2.88, 1.05, -0.67], [-0.56, -3.95, 1.20], [-0.99, 0.93, 0.28], [7.44, 0.59, -1.23], [-2.16, 3.02, 0.58], [-5.56, 1.26, -0.41], [-0.23, 0.53, 4.68], [0.63, 1.17, -2.31], [-1.17, -0.24, -1.53], [-0.58, -0.40, -1.11], [0.42, -2.18, -0.16], [3.20, -3.20, 0.45], [1.06, 2.95, 0.00], [1.62, -1.59, 0.13], [-1.41, -0.79, 0.89], [1.91, -1.88, 4.97], [2.36, 0.04, -1.02], [4.14, 3.43, -4.01], [-2.95, 1.95, -5.08], [-11.30, -1.00, 0.23], [3.39, -2.70, 2.26], [-2.49, 3.11, -2.19], [-0.78, -0.06, 0.08], [-0.76, -0.21, 0.69], [-0.13, -0.16, -0.12], [-0.20, -0.90, 0.07], [1.54, -1.13, 2.00], [6.65, 0.29, 1.10], [-5.65, 6.18, -2.50], [-0.63, 3.64, 3.53], [1.50, -0.27, 3.01], [4.37, -3.75, -1.23], [-1.61, -0.62, -1.48], [-1.65, 1.07, -0.91], [-0.78, 2.09, 1.27], [-0.07, -2.63, -1.52], [0.67, 0.06, 0.10], [2.83, -4.40, 0.09], [0.70, -0.60, -0.34], [0.80, -0.31, 1.71], [0.16, -1.00, -1.66], [-0.76, 0.32, 0.10], [2.86, -3.49, 3.68], [-0.84, 0.25, -1.33], [-2.89, 5.34, -3.06], [5.40, -3.84, -1.18], [1.72, 0.59, 2.61], [-1.14, -0.57, -0.57], [-0.81, -2.71, -1.29], [0.49, -0.24, -1.45], [-3.19, 4.96, 4.34], [1.23, -0.58, 0.42], [-0.50, -0.28, -1.00], [-2.23, 0.50, -1.14], [-3.57, 0.12, -3.23], [1.75, -0.30, 1.82], [3.81, 0.27, 3.21], [2.15, 1.26, -4.79], [-4.51, 0.66, 1.09], [1.24, -1.56, 0.26], [0.12, -1.07, -0.22], [-1.38, -1.06, 1.91], [-3.14, 2.18, 1.48], [-0.28, -0.86, 0.87], [1.10, 0.37, -2.61], [2.77, 0.07, 0.26], [0.16, -2.15, -2.38], [-0.27, -0.11, 0.26], [-0.19, 3.99, 0.64], [3.39, -2.38, 3.07], [-1.11, -0.96, -0.10], [0.03, 0.31, 0.45], [-0.20, -0.12, -1.14], [-2.62, 1.75, -2.42], [0.52, -0.53, -0.45], [-1.40, -0.58, -0.91], [2.04, 0.42, 2.19], [-0.45, 0.42, 0.54], [-6.88, 2.45, 7.46], [0.92, -1.08, -2.95], [-1.97, 2.16, 1.50], [7.95, 0.22, 1.82], [3.18, 4.00, 2.31], [5.09, -1.21, -3.31], [-1.67, 0.16, 0.12], [-5.26, 1.28, -3.32], [-0.54, -4.38, -1.08], [-1.66, -2.00, -1.48], [0.47, -0.32, -0.51], [0.54, -1.23, -0.65], [-1.89, 2.91, -3.22], [2.38, -2.91, 3.56], [-0.52, 0.01, 0.66], [2.52, 10.36, 2.14], [-1.48, -3.11, -4.76], [-0.24, 0.73, 0.32], [1.29, 0.63, -0.54], [-2.52, -0.38, 0.72], [-0.90, -9.18, -1.17], [0.09, 1.22, 2.09], [0.94, 0.64, -0.29], [0.32, -0.71, 0.59], [-0.52, 2.39, -3.35], [0.41, -0.56, 0.68], [-0.10, 0.33, -0.54], [-1.20, 2.84, -1.93], [-1.43, -4.72, 3.50], [0.16, -0.96, 1.59], [-0.53, 0.02, 0.64], [0.12, -2.86, 0.52], [0.73, 0.14, 0.95], [0.74, -0.85, -1.71], [4.14, 4.29, -0.36], [-2.71, 0.00, 0.12]],
  "total_charge": -1,
  "lumo_ha": 0.0125,
  "relative_energy_kj_mol": 0.0
}

=====

No. 4
{
  "formula": "Br3Cl4O16Sr3",
  "method": "wB97M-V/def2-TZVPD",
  "elements": ["Sr", "Sr", "Sr", "Cl", "O", "O", "O", "O", "Cl", "O", "O", "O", "O", "Cl", "O", "O", "O", "O", "Cl", "O", "O", "O", "O", "Br", "Br", "Br"],
  "xyz": [[1.426, -2.569, -1.572], [0.362, 1.539, -1.979], [-0.645, -2.008, 1.764], [-1.336, -0.288, 3.968], [-0.814, -1.647, 3.979], [-2.523, -0.294, 4.759], [-0.379, 0.589, 4.524], [-1.730, -0.024, 2.596], [1.707, 4.339, -1.596], [2.693, 4.148, -0.554], [1.546, 5.777, -1.836], [2.041, 3.670, -2.826], [0.439, 3.762, -1.132], [1.795, -4.222, 1.766], [1.943, -3.311, 2.894], [2.581, -5.436, 1.849], [0.456, -4.507, 1.593], [2.127, -3.502, 0.511], [-2.707, 1.607, -2.912], [-2.179, 1.406, -1.535], [-3.330, 0.432, -3.371], [-3.551, 2.760, -2.854], [-1.562, 1.915, -3.759], [1.913, -0.772, -3.568], [1.228, -0.282, 0.069], [-1.501, -3.080, -0.779]],
  "forces_ev_per_angstrom": [[-0.55, -1.17, 0.21], [-0.67, 0.28, -1.16], [0.66, -0.99, -1.68], [-2.60, 0.51, 3.32], [0.81, -0.76, 0.82], [0.10, 0.21, -0.13], [0.46, 0.36, -0.92], [0.69, 0.70, -0.80], [0.61, 3.94, 1.34], [-0.46, -0.48, -0.99], [-0.03, -2.21, 0.14], [0.18, -1.04, -0.33], [-0.25, 0.08, 0.19], [3.84, -0.04, 0.22], [0.25, -0.72, -1.06], [-0.58, 1.77, 0.24], [-4.58, -1.25, 0.31], [1.11, 0.10, 0.44], [-0.01, 1.72, 1.35], [0.47, -0.45, -0.59], [-0.61, -0.57, -0.20], [-0.24, -0.67, -0.39], [0.90, -0.22, -0.04], [0.13, 0.71, -0.85], [0.20, 0.27, 1.13], [0.16, -0.09, -0.58]],
  "total_charge": -1,
  "lumo_ha": 0.0374
}